[1]
Formula: C61H162N14O14
Source: the Open Molecules 2025 dataset
Level of theory: ωB97M-V with the def2-TZVPD basis set

XYZ file:
```
251
Properties=species:S:1:pos:R:3
C -0.5446 4.8172 1.4944
C -1.6100 5.4682 0.6018
C -0.8553 6.5619 -0.0688
O -0.5834 7.5714 0.8438
C -0.1021 8.7535 0.2253
N -2.1056 4.4775 -0.3595
H 0.3530 4.4997 0.9202
H -0.9074 3.8745 1.9158
H -0.2469 5.4264 2.3433
H -2.3776 5.9434 1.2334
H -1.4316 7.0158 -0.8729
H 0.1067 6.1949 -0.4757
H 0.5614 8.4812 -0.6375
H 0.4283 9.4200 0.9570
H -0.9808 9.3072 -0.1399
H -1.5759 4.5015 -1.2045
H -3.0990 4.7224 -0.6344
C -1.9064 -6.7301 1.9926
C -1.6329 -6.0660 3.3083
C -1.0629 -7.0700 4.2284
O -2.0160 -8.0324 4.6265
C -1.4420 -9.0371 5.3963
N -0.6251 -4.9258 3.2856
H -0.9519 -7.0356 1.5820
H -2.3613 -6.0820 1.2478
H -2.5461 -7.6012 2.1756
H -2.5992 -5.7639 3.7229
H -0.7727 -6.5642 5.1609
H -0.1674 -7.5542 3.8523
H -2.2491 -9.6973 5.6610
H -1.0387 -8.6298 6.3331
H -0.6319 -9.5831 4.9018
H -0.8951 -4.2598 2.5655
H 0.2291 -5.3493 2.9334
C -4.6505 2.2573 0.6928
C -3.9411 2.2522 2.0213
C -4.7000 3.0810 3.1292
O -4.7463 4.4399 2.7265
C -5.2038 5.3370 3.6878
N -3.6601 0.9051 2.4546
H -4.4835 3.0841 0.0758
H -5.7411 2.1544 0.7692
H -4.3077 1.3449 0.1889
H -3.0091 2.7824 1.9342
H -4.1383 3.0342 4.0912
H -5.6991 2.6277 3.3393
H -5.3928 6.3068 3.2465
H -4.4687 5.4698 4.4936
H -6.1085 5.0134 4.0962
H -4.5635 0.3735 2.4914
H -3.2464 0.8353 3.4073
C 2.1581 4.3950 -2.3882
C 1.1168 4.5765 -3.4983
C 1.4949 3.7674 -4.7340
O 1.4824 2.3827 -4.4837
C 2.1760 1.6910 -5.4797
N -0.2454 4.2482 -3.0148
H 2.0298 5.0940 -1.5543
H 3.1328 4.5356 -2.8566
H 2.1998 3.3576 -1.9321
H 1.0478 5.6023 -3.8321
H 2.5246 4.1448 -5.0644
H 0.7844 4.0012 -5.5722
H 1.7990 1.8674 -6.4550
H 2.1019 0.6409 -5.1733
H 3.2550 1.8698 -5.3797
H -0.2819 3.2595 -2.8472
H -1.0172 4.5130 -3.6414
C -1.5651 1.8890 -5.8304
C -2.8237 2.7321 -5.6443
C -3.3653 2.4275 -4.2495
O -3.8446 1.0714 -4.3101
C -4.2361 0.6464 -3.0224
N -2.5447 4.1309 -5.6124
H -1.8190 0.8278 -5.7057
H -0.8637 2.2078 -5.0678
H -1.0467 1.9988 -6.7652
H -3.5880 2.3332 -6.3649
H -4.2170 3.0398 -3.9544
H -2.5710 2.5101 -3.4495
H -5.1428 1.1935 -2.7151
H -3.4090 0.8768 -2.2604
H -4.4776 -0.4450 -3.0855
H -3.4029 4.5790 -5.8675
H -1.8233 4.4043 -6.2569
C -5.6191 -3.5597 -0.8034
C -5.6167 -3.1995 0.6280
C -7.0059 -2.7890 1.0262
O -7.0583 -2.3269 2.3168
C -8.3320 -1.8386 2.7195
N -5.0155 -4.2541 1.4113
H -6.2234 -4.4148 -1.0570
H -4.5867 -3.7443 -1.1524
H -5.8873 -2.6629 -1.4320
H -5.0176 -2.2957 0.7694
H -7.7345 -3.5920 0.9146
H -7.3651 -2.0220 0.3194
H -9.0555 -2.5994 2.4796
H -8.5971 -0.8723 2.3444
H -8.2507 -1.7226 3.8223
H -5.4677 -5.1087 1.1173
H -5.2722 -4.0327 2.3534
C 2.9023 7.7761 -1.5509
C 3.4865 7.9389 -0.1612
C 4.0521 6.6633 0.3876
O 3.0786 5.6549 0.3870
C 3.5238 4.4429 0.8588
N 4.4635 9.0126 -0.3696
H 3.7408 7.4129 -2.2096
H 2.4838 8.7385 -1.9158
H 2.0400 7.0835 -1.5755
H 2.7165 8.1959 0.5612
H 4.4530 6.8645 1.3759
H 5.0132 6.4095 -0.2599
H 4.5002 4.1281 0.3430
H 2.7336 3.6893 0.6653
H 3.6970 4.5401 1.9172
H 4.9475 9.2777 0.4923
H 5.2380 8.8205 -1.0237
C -1.3258 -1.0531 5.5066
C -2.2084 -2.2330 5.8612
C -3.1986 -2.5916 4.7599
O -4.1242 -1.6039 4.3558
C -5.2282 -1.4908 5.2474
N -1.2950 -3.3792 6.1094
H -0.8938 -1.1714 4.5048
H -0.4707 -1.0273 6.1638
H -1.7599 -0.0695 5.5158
H -2.7115 -2.0849 6.7781
H -3.7354 -3.4218 5.1856
H -2.6831 -3.0452 3.8929
H -5.7679 -2.4210 5.3390
H -5.8536 -0.6600 4.9286
H -4.8692 -1.3376 6.2478
H -1.7958 -4.1459 6.5539
H -0.9183 -3.6813 5.1843
C -1.0385 -2.6705 -0.6853
C -0.9702 -1.9658 0.6455
C -1.0133 -0.4202 0.4981
O 0.0430 0.1222 -0.3099
C 0.1067 1.5543 -0.1689
N -1.9981 -2.3586 1.5892
H -0.2278 -2.2872 -1.3076
H -1.9253 -2.3927 -1.3234
H -1.0121 -3.7376 -0.6115
H 0.0270 -2.1894 1.1306
H -1.0647 -0.0132 1.4902
H -2.0703 -0.0686 0.1624
H -0.1355 1.8682 0.8699
H -0.7104 2.0077 -0.7341
H 1.0902 1.9608 -0.4696
H -2.4981 -1.5758 1.9703
H -2.7440 -2.8719 1.0810
C 3.6694 -5.5588 -0.3177
C 2.3418 -4.8553 -0.4900
C 2.0509 -4.7775 -2.0404
O 2.0340 -6.0204 -2.7201
C 0.9678 -6.0646 -3.7337
N 1.3634 -5.5612 0.2434
H 3.5757 -6.5224 -0.8308
H 3.8468 -5.6312 0.7607
H 4.5193 -5.0862 -0.7674
H 2.3230 -3.8119 -0.1992
H 2.8305 -4.1966 -2.5176
H 1.0829 -4.2785 -2.1680
H 0.8484 -7.1480 -3.8634
H 1.3556 -5.6500 -4.6469
H 0.1218 -5.5961 -3.3277
H 1.1093 -6.4628 -0.1476
H 0.5026 -5.0374 0.3137
C -4.0288 -3.4655 -4.6125
C -3.0604 -3.4757 -5.7782
C -2.0155 -2.4255 -5.6367
O -1.2238 -2.6013 -4.4364
C -0.4160 -1.4592 -4.1899
N -2.5247 -4.8182 -5.8836
H -4.7586 -4.2435 -4.8394
H -4.5119 -2.5128 -4.4333
H -3.5717 -3.6846 -3.6496
H -3.5209 -3.2110 -6.7741
H -2.5499 -1.4757 -5.6891
H -1.3486 -2.4745 -6.5091
H 0.1293 -1.0764 -5.0440
H 0.2594 -1.7461 -3.4383
H -0.9647 -0.5836 -3.8298
H -2.0578 -5.0114 -6.7820
H -1.9155 -5.1291 -5.1330
C 6.0037 -2.5773 1.7656
C 5.0926 -1.9402 2.7878
C 3.7510 -2.6861 2.8249
O 2.9993 -2.0627 3.8763
C 2.0656 -2.9647 4.5203
N 5.7861 -1.9135 4.0938
H 6.1963 -3.5787 2.2356
H 6.9238 -1.9884 1.6295
H 5.5854 -2.6444 0.7701
H 4.8446 -0.9179 2.5098
H 3.8262 -3.7236 3.0870
H 3.2329 -2.5117 1.8694
H 1.4139 -3.3628 3.7482
H 1.5692 -2.5186 5.3476
H 2.6056 -3.7520 5.0074
H 5.0991 -1.6706 4.8098
H 6.2265 -2.8141 4.2814
C 0.7017 1.2497 3.8051
C 1.9290 1.8885 3.0793
C 3.0717 2.2876 4.0016
O 2.8616 3.2157 4.9920
C 2.4128 4.4046 4.3748
N 2.5790 0.8853 2.2059
H -0.0515 0.8654 3.0453
H 0.1809 1.9886 4.3866
H 1.1084 0.4354 4.3170
H 1.6243 2.7051 2.3699
H 3.9170 2.5172 3.3499
H 3.3551 1.3257 4.5266
H 2.0789 5.0524 5.2041
H 1.6463 4.2983 3.6265
H 3.2348 4.9870 4.0103
H 2.9027 0.1205 2.7986
H 1.9568 0.4462 1.5743
C 6.1755 -0.3676 -5.0198
C 5.8824 -0.1673 -3.5370
C 5.9947 1.3856 -3.2878
C 5.4999 1.8007 -1.9361
C 4.0253 1.2162 -1.8136
C 3.8638 -0.3079 -1.9705
N 4.5649 -0.6075 -3.2466
O 4.4258 -2.0246 -3.4780
C 4.3769 -1.0049 -0.7040
C 2.3661 -0.6495 -2.0553
C 6.9424 -0.9962 -2.7734
H 7.0310 0.1456 -5.4144
H 5.3082 -0.1636 -5.6540
H 6.4584 -1.4462 -5.2460
H 7.0432 1.6627 -3.4293
H 5.4471 1.9075 -4.0598
H 5.4107 2.8898 -1.7862
H 6.1397 1.4542 -1.1199
H 3.3412 1.6934 -2.5351
H 3.7402 1.4430 -0.7920
H 5.2587 -0.6205 -0.2482
H 3.6905 -0.7738 0.1006
H 4.3434 -2.0542 -0.7478
H 1.7745 -0.0865 -2.8010
H 2.3538 -1.7027 -2.2913
H 1.9335 -0.4440 -1.1011
H 7.1824 -0.4520 -1.8400
H 7.8992 -0.8912 -3.3167
H 6.5655 -1.9846 -2.7359
H 4.4648 -2.1281 -4.4334
```

E_LUMO = 0.546 eV
total charge = 0
Kohn-Sham gap = 8.689 eV
energy relative to the best compared isomer or geometry (same formula, charge and spin) = 0.0000 eV



[2]
Formula: C22H56AlF3O24S8
Source: the Open Molecules 2025 dataset
Level of theory: ωB97M-V with the def2-TZVPD basis set

XYZ file:
```
114
Properties=species:S:1:pos:R:3
Al -0.6339 0.3176 -0.5242
C -6.9593 -3.1045 2.5457
F -6.4052 -2.6952 3.6896
F -6.4800 -4.2313 2.0454
F -8.2753 -3.1821 2.6964
S -6.7735 -1.7886 1.2033
O -7.6607 -0.7187 1.6046
O -5.3791 -1.3518 1.2858
O -7.1828 -2.3904 -0.0792
O 5.6516 -1.8235 4.0345
S 4.7071 -0.7988 4.3980
O 3.5465 -0.5026 3.5777
O 4.1042 -1.1140 5.8654
C 4.9367 -1.7868 6.7853
C 4.1819 -2.1852 8.0741
C 5.5323 0.7557 4.8164
H 5.7568 -1.1100 7.0252
H 5.4175 -2.6646 6.3536
H 4.8580 -2.5838 8.8304
H 3.4601 -3.0020 8.0664
H 3.5501 -1.4244 8.5325
H 5.6445 1.2535 3.8532
H 6.4544 0.5516 5.3606
H 4.7855 1.1858 5.4839
O 1.9902 -4.9468 -1.3444
S 2.8887 -6.1289 -1.3559
O 4.1775 -6.0079 -0.6686
O 2.0362 -7.3712 -0.5933
C 2.6465 -8.5749 -0.2405
C 1.4565 -9.4985 0.0042
C 3.1332 -6.8275 -3.0752
H 3.2080 -8.4906 0.6899
H 3.3072 -9.0191 -0.9850
H 1.7008 -10.5607 -0.0065
H 0.6966 -9.4830 -0.7771
H 0.9232 -9.3809 0.9475
H 3.5799 -6.0171 -3.6513
H 2.1666 -7.1505 -3.4617
H 3.9276 -7.5672 -2.9760
O -3.4529 5.0683 1.1910
S -4.1398 6.2465 1.6938
O -4.3563 7.4606 0.8796
O -5.5826 5.6721 2.1949
C -6.6391 6.5748 2.6688
C -7.4009 6.0001 3.8113
C -3.3383 6.6898 3.3479
H -7.2458 6.6927 1.7709
H -6.2014 7.5340 2.9452
H -8.0338 6.8354 4.1109
H -6.7320 5.7645 4.6391
H -8.0403 5.1523 3.5653
H -2.8271 5.7958 3.7052
H -4.1060 7.0250 4.0453
H -2.5103 7.3539 3.1000
O 6.4642 -0.7204 -3.7360
S 6.2214 0.5230 -2.9714
O 4.8962 0.6537 -2.3963
O 7.3821 0.6991 -1.7831
C 8.2782 -0.4032 -1.7038
C 9.2684 -0.0617 -0.5147
C 6.6813 2.0192 -3.9302
H 8.8425 -0.6122 -2.6127
H 7.7970 -1.3648 -1.5248
H 9.6101 -0.9863 -0.0494
H 8.7849 0.4771 0.3002
H 10.1299 0.5054 -0.8673
H 7.6339 1.7558 -4.3899
H 6.6063 2.8882 -3.2765
H 5.8710 2.0287 -4.6592
O -1.6213 -6.5166 3.7974
S -1.0042 -5.3065 4.3296
O -1.0504 -4.0828 3.4824
O -1.6619 -4.9799 5.8400
C -1.7772 -6.0381 6.8111
C -3.1871 -6.1923 7.4202
C 0.7611 -5.5869 4.8425
H -1.0993 -5.8487 7.6434
H -1.4438 -6.9781 6.3715
H -3.2302 -6.9437 8.2087
H -3.9719 -6.4256 6.7007
H -3.4986 -5.2722 7.9147
H 0.7002 -6.5233 5.3971
H 0.9239 -4.7277 5.4930
H 1.4965 -5.5925 4.0380
O -4.8649 1.5977 -4.3863
S -5.7704 2.1845 -5.3675
O -6.2753 3.5168 -5.2301
O -5.0871 1.9719 -6.8933
C -5.7152 2.7040 -7.8775
C -5.6428 1.8587 -9.0967
C -7.2213 1.0444 -5.5363
H -5.1838 3.6432 -8.0314
H -6.7472 3.0363 -7.7653
H -5.8021 0.8086 -8.8517
H -4.6235 2.0903 -9.4056
H -6.2724 2.2322 -9.9042
H -7.7099 1.1645 -6.5032
H -7.8604 1.2466 -4.6768
H -6.8485 0.0211 -5.5809
O 0.4650 5.2010 -6.6415
S 0.5564 5.6869 -5.2895
O 0.4280 4.7232 -4.1954
O 1.9552 6.4287 -5.0532
C 2.3035 7.5366 -5.9332
C 3.7091 7.8725 -5.6225
C -0.5795 7.1180 -4.8407
H 1.6662 8.3520 -5.5910
H 2.2656 7.2168 -6.9745
H 4.3891 7.1276 -6.0358
H 3.9616 7.8114 -4.5639
H 3.9761 8.8537 -6.0148
H -1.5854 6.7345 -4.6704
H -0.5540 7.9945 -5.4882
H -0.2057 7.3878 -3.8529
```

E_LUMO = -12.692 eV
total charge = +2
Kohn-Sham gap = 1.072 eV
energy relative to the best compared isomer or geometry (same formula, charge and spin) = 8.4430 eV



[3]
Formula: C4H7NS
Source: the Open Molecules 2025 dataset
Level of theory: ωB97M-V with the def2-TZVPD basis set

XYZ file:
```
13
Properties=species:S:1:pos:R:3
S 0.3444 1.7525 -0.1841
N -1.1873 0.9030 -0.3400
C -1.2760 -0.3753 -0.3695
C -0.2927 -1.4570 -0.0732
C 1.2761 -1.3994 -0.1163
C 0.5159 -1.4909 1.1919
H -0.1360 2.9904 -0.3027
H -2.3117 -0.6566 -0.5347
H -0.6222 -2.4674 -0.3677
H 1.8035 -0.4729 -0.3721
H 1.7838 -2.2831 -0.4769
H 0.3753 -0.6647 1.8418
H 0.5681 -2.4702 1.7397
```

structure (SMILES) = S/N=C\C1CC1
E_LUMO = 0.896 eV
total charge = 0
Kohn-Sham gap = 9.747 eV
energy relative to the best compared isomer or geometry (same formula, charge and spin) = 2.1687 eV



[4]
Formula: C5H10NO2
Source: the Open Molecules 2025 dataset
Level of theory: ωB97M-V with the def2-TZVPD basis set

XYZ file:
```
18
Properties=species:S:1:pos:R:3
O 1.0944 1.3259 -0.1496
C 1.3084 0.3798 -0.9489
O 0.6862 -0.7010 -1.2093
C 2.6223 0.5385 -1.7952
H 3.3669 -0.1790 -1.3623
H 2.4671 0.2186 -2.8201
H 2.9231 1.5988 -1.8396
N -1.6901 1.3254 0.2451
C -1.7607 -0.1418 0.3020
C -1.0539 -1.5729 2.3034
C -0.8557 -0.6691 1.3459
H -2.1724 1.6591 -0.5818
H -0.6866 1.5056 0.1269
H -1.5381 -0.6175 -0.6748
H -2.8347 -0.3205 0.5272
H -0.1797 -1.8336 2.9652
H -1.8788 -2.2442 2.3049
H 0.1822 -0.2722 1.2610
```

E_LUMO = 4.127 eV
total charge = -1
Kohn-Sham gap = 8.527 eV
energy relative to the best compared isomer or geometry (same formula, charge and spin) = 1.4047 eV